ORCA calculation (the ωB97M-V functional and the def2-TZVPD basis) on a cluster of 2 separate species, C30H26BF3N2 in total.

Values from the calculation:
F_max   1.4 eV/Å
Total energy   -1592.877504 hartree
Frontier orbital gap   4.579 eV
HOMO level   -7.069 eV
Molecular weight   482.36 g/mol

ORCA input file:
```
! wB97M-V def2-TZVPD RIJCOSX def2/J DEFGRID3
* xyz 0 1
C 0.954 -4.736 -2.025
N 0.491 -3.378 -1.852
C 1.270 -2.241 -1.749
B 2.877 -2.406 -1.959
F 3.415 -1.132 -2.132
F 3.267 -3.033 -0.754
F 3.075 -3.208 -3.096
C 0.457 -1.142 -1.526
C -0.904 -1.599 -1.623
C -0.845 -3.018 -1.783
C -1.970 -3.806 -1.977
C -3.214 -3.156 -2.034
C -3.293 -1.758 -1.911
C -2.147 -0.973 -1.703
H 0.087 -5.396 -1.962
H 1.437 -4.881 -2.997
H 1.676 -4.995 -1.244
H 0.745 -0.103 -1.556
H -1.870 -4.886 -2.077
H -4.122 -3.741 -2.182
H -4.270 -1.275 -1.986
H -2.194 0.115 -1.618
C -3.147 5.300 -1.029
N -2.780 4.750 0.260
C -3.199 5.501 1.427
C -1.993 3.639 0.372
C -1.249 3.164 -0.740
C -0.331 2.141 -0.575
C -0.271 1.405 0.627
C 0.709 0.348 0.783
C 0.553 -0.755 1.707
C 1.853 -1.295 1.998
C 1.999 -2.357 2.878
C 0.858 -2.851 3.522
C -0.413 -2.310 3.256
C -0.578 -1.265 2.339
C 2.844 -0.486 1.298
C 2.140 0.546 0.579
C 2.853 1.573 -0.035
C 4.253 1.541 0.019
C 4.935 0.504 0.681
C 4.230 -0.526 1.317
C -1.092 1.822 1.711
C -1.881 2.955 1.612
H -3.343 4.496 -1.750
H -4.055 5.899 -0.897
H -2.358 5.948 -1.440
H -2.354 5.672 2.110
H -3.588 6.466 1.084
H -3.986 4.975 1.987
H -1.355 3.643 -1.715
H 0.330 1.877 -1.397
H 2.994 -2.775 3.036
H 0.956 -3.665 4.242
H -1.286 -2.706 3.776
H -1.556 -0.847 2.104
H 2.318 2.371 -0.543
H 4.826 2.329 -0.476
H 6.026 0.493 0.691
H 4.727 -1.367 1.801
H -1.072 1.274 2.652
H -2.439 3.322 2.476
*
```

ORCA calculation (the ωB97M-V functional and the def2-TZVPD basis) on a cluster of 2 separate species, C3H11N3 in total.

Values from the calculation:
F_max   3.5 eV/Å
Total energy   -285.068533 hartree
Frontier orbital gap   8.824 eV
HOMO level   -7.861 eV
Molecular weight   89.14 g/mol

ORCA input file:
```
! wB97M-V def2-TZVPD RIJCOSX def2/J DEFGRID3
* xyz 0 1
C -1.697 -3.655 -0.184
C -1.045 -4.078 0.949
N -0.770 -3.346 2.051
H -2.518 -2.866 -0.110
H -1.692 -4.415 -1.113
H -0.991 -5.211 1.167
H -0.947 -2.308 2.075
H -0.003 -3.534 2.690
N 0.503 4.545 -0.761
C 1.536 3.592 -1.199
N 1.200 2.127 -0.736
H -0.296 4.030 -0.802
H 0.731 4.790 0.169
H 1.583 3.764 -2.278
H 2.413 3.913 -0.622
H 0.423 1.912 -1.444
H 2.000 1.490 -1.006
*
```

ORCA calculation (the ωB97M-V functional and the def2-TZVPD basis) on a structure of composition C26H35N7O2PRhS2.

Values from the calculation:
F_max   0.7 eV/Å
Total energy   -2793.390213 hartree
Frontier orbital gap   5.122 eV
HOMO level   -12.472 eV
Molecular weight   675.63 g/mol

ORCA input file:
```
! wB97M-V def2-TZVPD RIJCOSX def2/J DEFGRID3
* xyz 2 1
Rh 0.203 -1.315 -1.048
S -0.230 -3.522 -1.284
C 1.455 -3.494 -1.684
N 1.906 -2.313 -1.338
C 3.247 -2.134 -1.683
C 4.052 -1.027 -1.436
C 5.373 -1.089 -1.832
C 5.888 -2.230 -2.454
C 5.096 -3.335 -2.696
C 3.761 -3.275 -2.312
S 2.542 -4.523 -2.491
H 3.656 -0.150 -0.943
H 6.027 -0.248 -1.651
H 6.928 -2.248 -2.748
H 5.505 -4.215 -3.174
C -1.338 4.681 4.882
C -1.447 3.203 5.120
C -0.875 2.605 6.240
C -0.975 1.242 6.458
C -1.667 0.439 5.556
N -1.736 -0.948 5.853
C -2.171 -1.984 5.070
O -2.821 -2.911 5.475
N -1.839 -1.960 3.688
C -0.684 -1.558 3.053
C 0.482 -1.104 3.682
C 1.569 -0.741 2.918
C 1.523 -0.844 1.540
N 0.417 -1.296 0.942
C -0.660 -1.638 1.659
C -2.264 1.018 4.442
C -2.141 2.382 4.235
H -0.886 5.182 5.736
H -2.321 5.126 4.720
H -0.723 4.898 4.007
H -0.345 3.213 6.962
H -0.522 0.802 7.338
H -1.847 -1.164 6.835
H -2.415 -2.633 3.203
H 0.534 -1.057 4.757
H 2.476 -0.390 3.390
H 2.361 -0.597 0.906
H -1.524 -1.985 1.110
H -2.860 0.428 3.761
H -2.630 2.823 3.374
C 0.847 1.328 -4.602
N 0.650 0.978 -3.188
C 1.586 1.714 -2.325
P -0.861 0.610 -2.641
O -0.829 0.480 -1.106
N -2.094 1.548 -3.115
C -2.677 2.574 -2.241
C -2.531 1.602 -4.511
N -1.105 -1.003 -3.105
C -0.560 -1.624 -4.323
C -2.488 -1.460 -2.844
H 1.825 0.968 -4.925
H 0.807 2.411 -4.740
H 0.094 0.870 -5.240
H 2.600 1.396 -2.566
H 1.384 1.530 -1.272
H 1.507 2.790 -2.500
H -2.382 2.401 -1.210
H -3.763 2.512 -2.313
H -2.357 3.570 -2.549
H -2.173 0.735 -5.067
H -2.172 2.506 -5.006
H -3.620 1.588 -4.542
H 0.485 -1.349 -4.448
H -1.132 -1.341 -5.208
H -0.628 -2.705 -4.203
H -2.917 -0.928 -1.997
H -2.469 -2.528 -2.632
H -3.110 -1.290 -3.724
*
```

ORCA calculation (the ωB97M-V functional and the def2-TZVPD basis) on a structure of composition C24H42NOP3Ti.

Values from the calculation:
F_max   3.1 eV/Å
Total energy   -2942.123756 hartree
Frontier orbital gap (alpha / beta)   6.966 / 5.286 eV
HOMO level (alpha / beta)   -17.039 / -16.916 eV
Molecular weight   501.40 g/mol

ORCA input file:
```
! wB97M-V def2-TZVPD RIJCOSX def2/J DEFGRID3
* xyz 3 2
Ti -0.213 -0.320 -0.587
P 0.371 -2.501 -1.210
P 2.367 0.005 0.457
P -2.661 0.187 -0.134
H 2.630 3.011 -0.696
C 1.710 3.612 -0.811
C 0.749 3.618 0.135
H 0.928 3.328 1.196
C 1.700 -2.284 -2.519
C 1.051 -3.669 -0.044
C -1.264 -2.928 -1.922
C 2.943 1.391 1.561
C 2.561 -1.293 1.747
C 3.891 -0.286 -0.544
C -3.231 1.655 0.765
C -3.330 -1.087 0.956
C -3.567 0.129 -1.681
H 1.542 4.012 -1.834
H -0.319 3.556 -0.163
H 1.216 -2.325 -3.484
H 2.402 -3.105 -2.329
H 2.193 -1.300 -2.369
H 0.655 -4.643 -0.394
H 0.720 -3.458 0.987
H 2.143 -3.638 -0.119
H -1.038 -3.889 -2.368
H -1.558 -2.187 -2.699
H -2.028 -2.980 -1.142
H 3.951 1.173 1.951
H 2.260 1.469 2.421
H 2.940 2.360 1.056
H 3.423 -1.081 2.384
H 2.691 -2.280 1.306
H 1.675 -1.331 2.384
H 4.807 -0.075 0.026
H 3.895 0.362 -1.427
H 3.932 -1.323 -0.894
H -4.321 1.711 0.727
H -2.810 2.563 0.347
H -2.919 1.598 1.818
H -4.423 -1.073 0.901
H -3.019 -0.874 1.983
H -2.967 -2.077 0.691
H -4.641 0.238 -1.490
H -3.395 -0.819 -2.194
H -3.199 0.918 -2.353
C -0.050 0.874 -3.509
C 0.604 0.381 -4.637
C 0.130 0.769 -5.902
C -0.846 1.765 -5.990
C -1.482 2.247 -4.868
C -1.104 1.796 -3.599
O 0.244 0.521 -2.242
H 0.049 -1.267 -2.026
H 1.475 -0.306 -4.529
H 0.549 0.288 -6.776
H -1.069 2.162 -6.986
H -2.319 2.918 -4.944
H -1.583 2.156 -2.678
N -0.295 0.290 1.593
C -0.301 0.337 2.779
C -0.336 0.260 4.199
C -1.609 0.185 4.852
C -1.645 0.041 6.243
C -0.451 -0.041 6.984
C 0.805 0.049 6.341
C 0.876 0.191 4.951
H -2.512 0.241 4.242
H -2.645 -0.012 6.716
H -0.506 -0.167 8.059
H 1.747 0.006 6.905
H 1.830 0.245 4.430
*
```

ORCA calculation (the ωB97M-V functional and the def2-TZVPD basis) on the ion C7H14NS3 with charge +1.

Values from the calculation:
F_max   4.0 eV/Å
Total energy   -1524.130077 hartree
Frontier orbital gap   9.825 eV
HOMO level   -12.452 eV
Molecular weight   208.40 g/mol

ORCA input file:
```
! wB97M-V def2-TZVPD RIJCOSX def2/J DEFGRID3
* xyz 1 1
C 3.462 0.163 -0.014
S 2.075 -0.436 0.935
C 0.818 0.254 -0.199
S 0.848 2.030 -0.578
C -0.750 1.923 -1.250
C -1.478 0.712 -0.741
N -0.570 0.055 0.300
C -0.681 0.678 1.693
C -0.753 -1.444 0.234
C -0.132 -2.085 -1.017
S 0.844 -0.786 -1.760
H 4.361 -0.209 0.436
H 3.312 1.213 -0.049
H 3.360 0.053 -1.105
H -0.662 1.893 -2.342
H -1.112 2.916 -0.894
H -2.485 0.951 -0.377
H -1.550 -0.090 -1.555
H -0.315 1.761 1.592
H -1.714 0.559 2.143
H 0.161 0.166 2.389
H -1.837 -1.694 0.254
H -0.315 -1.858 1.033
H 0.517 -2.910 -0.694
H -0.898 -2.448 -1.803
*
```

ORCA calculation (the ωB97M-V functional and the def2-TZVPD basis) on a cluster of 2 separate species, CH7N3 in total.

Values from the calculation:
F_max   4.7 eV/Å
Total energy   -206.540273 hartree
Frontier orbital gap   9.990 eV
HOMO level   -8.896 eV
Molecular weight   61.09 g/mol

ORCA input file:
```
! wB97M-V def2-TZVPD RIJCOSX def2/J DEFGRID3
* xyz 0 1
H -0.604 -1.267 2.403
N -0.164 -0.850 1.547
C -1.047 -0.090 0.940
N -0.950 0.561 -0.336
H -1.912 0.283 1.492
H -1.644 1.155 -0.712
H -0.016 0.435 -0.780
N 1.757 0.241 -1.654
H 2.292 0.544 -0.758
H 1.572 -0.724 -1.612
H 2.092 0.448 -2.571
*
```

ORCA calculation (the ωB97M-V functional and the def2-TZVPD basis) on an isolated molecule of C3H5N3O.

Values from the calculation:
F_max   4.7 eV/Å
Total energy   -356.672895 hartree
Frontier orbital gap   8.781 eV
HOMO level   -9.137 eV
Molecular weight   99.09 g/mol

ORCA input file:
```
! wB97M-V def2-TZVPD RIJCOSX def2/J DEFGRID3
* xyz 0 1
H -2.042 1.567 0.095
N -2.864 0.652 -0.097
C -2.099 -0.333 -0.124
N -0.596 -0.168 0.341
N 0.216 -1.112 0.139
C 1.454 -0.977 -0.147
C 2.128 0.312 0.003
O 1.580 1.406 -0.075
H -2.182 -1.487 -0.531
H 0.022 0.749 0.382
H 2.115 -1.795 -0.247
H 3.252 0.108 -0.166
*
```

ORCA calculation (the ωB97M-V functional and the def2-TZVPD basis) on an isolated molecule of C2HNO.

Values from the calculation:
F_max   5.1 eV/Å
Total energy   -206.661641 hartree
Frontier orbital gap (alpha / beta)   7.439 / 7.491 eV
HOMO level (alpha / beta)   -7.883 / -7.928 eV
Molecular weight   55.04 g/mol

ORCA input file:
```
! wB97M-V def2-TZVPD RIJCOSX def2/J DEFGRID3
* xyz 0 1
C -0.818 -0.479 0.737
C 0.417 0.542 -0.863
N 0.203 -0.124 0.121
O 1.076 1.159 -1.608
H -0.877 -1.097 1.613
*
```

ORCA calculation (the ωB97M-V functional and the def2-TZVPD basis) on the ion C12H27N2O with charge +1.

Values from the calculation:
F_max   0.5 eV/Å
Total energy   -657.929494 hartree
Frontier orbital gap   8.651 eV
HOMO level   -11.893 eV
Molecular weight   215.36 g/mol

ORCA input file:
```
! wB97M-V def2-TZVPD RIJCOSX def2/J DEFGRID3
* xyz 1 1
C 4.563 -1.228 0.145
C 3.623 -0.979 -1.035
C 2.865 0.351 -0.936
C 1.603 0.246 -0.104
O 0.592 -0.348 -0.919
C -0.724 -0.418 -0.427
C -1.527 0.779 -0.955
C -0.999 2.174 -0.650
C -1.114 2.652 0.791
N -1.201 4.112 0.830
C -0.805 -0.597 1.088
C -2.246 -0.778 1.572
C -3.056 -1.718 0.672
N -2.117 -2.542 -0.149
C -1.269 -1.720 -1.078
H 4.027 -1.659 0.992
H 5.018 -0.302 0.496
H 5.354 -1.927 -0.113
H 4.155 -1.045 -1.981
H 2.874 -1.776 -1.060
H 3.504 1.122 -0.507
H 2.580 0.682 -1.935
H 1.799 -0.392 0.764
H 1.289 1.227 0.253
H -2.572 0.701 -0.650
H -1.514 0.674 -2.043
H 0.027 2.258 -1.013
H -1.585 2.865 -1.262
H -0.265 2.285 1.379
H -2.027 2.236 1.228
H -0.656 4.516 0.080
H -0.829 4.471 1.697
H -0.221 -1.481 1.361
H -0.381 0.251 1.617
H -2.757 0.182 1.600
H -2.240 -1.150 2.594
H -3.680 -2.397 1.245
H -3.685 -1.169 -0.022
H -2.640 -3.227 -0.694
H -1.510 -3.082 0.464
H -0.413 -2.333 -1.351
H -1.838 -1.517 -1.981
*
```

ORCA calculation (the ωB97M-V functional and the def2-TZVPD basis) on a cluster of 12 separate species, H25O12 in total.

Values from the calculation:
F_max   2.3 eV/Å
Total energy   -917.662729 hartree
Frontier orbital gap   11.699 eV
HOMO level   -14.186 eV
Molecular weight   217.19 g/mol

ORCA input file:
```
! wB97M-V def2-TZVPD RIJCOSX def2/J DEFGRID3
* xyz 1 1
O -3.960 2.117 -0.184
H -4.077 2.505 0.678
H -4.591 2.432 -0.835
O 3.421 2.115 -0.724
H 4.370 2.299 -0.643
H 3.430 1.270 -1.217
O 0.649 -3.670 1.424
H -2.844 -3.741 -0.226
O 2.487 -1.211 0.313
H 2.715 -1.067 -0.627
H 3.105 -0.900 0.988
O 0.633 0.411 1.201
H 1.381 -0.249 1.179
H 0.989 1.354 0.863
O 0.332 1.025 -2.780
H -0.170 0.538 -3.433
H -0.317 1.462 -2.203
O -1.264 -0.638 0.061
H -2.071 -0.555 0.599
H -0.214 -0.012 0.711
O 1.409 2.727 0.839
H 0.559 3.191 0.769
H 1.773 2.843 -0.064
O -2.822 -3.041 0.435
H -1.248 -1.592 -0.082
H -3.172 -3.440 1.230
O 2.492 -0.128 -1.989
H 1.836 0.347 -2.574
H 2.900 -0.666 -2.690
O -1.829 -1.881 3.129
H -0.996 -2.364 2.985
H -1.542 -1.541 3.986
O -1.556 2.492 -1.371
H -2.177 1.877 -0.945
H -2.170 2.952 -1.954
H 1.401 -3.271 0.957
H 1.139 -3.989 2.193
*
```

ORCA calculation (the ωB97M-V functional and the def2-TZVPD basis) on an isolated molecule of C9H15FN2O.

Values from the calculation:
F_max   5.8 eV/Å
Total energy   -636.331790 hartree
Frontier orbital gap   9.685 eV
HOMO level   -8.830 eV
Molecular weight   186.23 g/mol

ORCA input file:
```
! wB97M-V def2-TZVPD RIJCOSX def2/J DEFGRID3
* xyz 0 1
C 2.606 3.298 -2.158
O 2.309 1.834 -2.089
N 1.298 1.826 -1.287
C 1.056 0.665 -0.769
F 1.731 -0.397 -1.366
C -0.031 0.528 0.338
C 0.444 -0.409 1.540
N -0.300 -1.649 1.778
C -0.254 -2.266 0.371
C -0.756 -1.386 -0.827
C -1.375 -0.122 -0.231
C -2.314 -0.418 0.908
C -1.739 -1.380 2.019
H 3.291 3.323 -3.023
H 1.489 3.889 -2.359
H 3.158 3.689 -1.210
H -0.220 1.721 0.675
H 0.564 -0.010 2.665
H 1.428 -0.900 1.405
H -0.487 -3.392 0.453
H 0.944 -2.292 0.138
H -1.537 -2.009 -1.390
H 0.079 -1.257 -1.526
H -1.857 0.578 -0.963
H -3.332 -0.668 0.621
H -2.186 0.604 1.377
H -2.104 -2.476 1.812
H -1.905 -0.925 3.096
*
```

ORCA calculation (the ωB97M-V functional and the def2-TZVPD basis) on a structure of composition C48H42O5P2PdS.

Values from the calculation:
F_max   2.1 eV/Å
Total energy   -3439.311850 hartree
Frontier orbital gap (alpha / beta)   7.687 / 5.578 eV
HOMO level (alpha / beta)   -7.405 / -7.993 eV
Molecular weight   899.29 g/mol

ORCA input file:
```
! wB97M-V def2-TZVPD RIJCOSX def2/J DEFGRID3
* xyz 0 3
Pd -0.184 0.150 0.449
C 2.739 -0.845 2.484
C 2.643 -1.396 1.055
P 2.139 -0.056 -0.125
C 3.724 0.861 -0.105
C 4.862 0.258 -0.636
C 6.087 0.891 -0.545
C 6.190 2.124 0.082
C 5.060 2.727 0.605
C 3.827 2.101 0.509
C 2.185 -0.805 -1.776
C 1.705 -2.086 -2.021
C 1.736 -2.600 -3.305
C 2.203 -1.827 -4.355
C 2.624 -0.526 -4.124
C 2.608 -0.013 -2.841
C 1.463 -1.073 3.297
P 0.052 -0.021 2.726
C -1.354 -0.556 3.734
C -2.228 0.426 4.192
C -3.378 0.076 4.869
C -3.685 -1.259 5.073
C -2.828 -2.242 4.605
C -1.665 -1.898 3.940
C 0.535 1.585 3.446
C 0.714 1.766 4.816
C 1.159 2.982 5.301
C 1.438 4.021 4.426
C 1.226 3.856 3.067
C 0.768 2.646 2.576
H 2.964 0.228 2.462
H 3.569 -1.331 3.002
H 1.882 -2.178 1.022
H 3.600 -1.811 0.731
H 4.788 -0.700 -1.133
H 6.967 0.421 -0.960
H 7.152 2.610 0.162
H 5.138 3.688 1.091
H 2.939 2.578 0.901
H 1.310 -2.685 -1.215
H 1.385 -3.604 -3.489
H 2.236 -2.237 -5.354
H 2.964 0.090 -4.943
H 2.924 1.006 -2.656
H 1.646 -0.826 4.347
H 1.168 -2.121 3.235
H -2.008 1.467 3.998
H -4.029 0.854 5.233
H -4.590 -1.530 5.593
H -3.066 -3.284 4.760
H -1.020 -2.673 3.554
H 0.486 0.956 5.496
H 1.291 3.126 6.365
H 1.808 4.962 4.807
H 1.412 4.673 2.386
H 0.562 2.517 1.513
O -2.579 -0.420 -0.272
C -2.697 0.985 -0.503
C -1.238 1.401 -0.943
O -0.728 2.451 -0.532
O -0.696 0.546 -1.692
C -3.234 1.602 0.775
C -4.198 0.868 1.464
C -4.884 1.418 2.528
C -4.600 2.710 2.939
C -3.608 3.430 2.294
C -2.928 2.885 1.215
C -3.639 1.309 -1.641
C -3.717 2.611 -2.120
C -4.517 2.906 -3.208
C -5.261 1.910 -3.820
C -5.213 0.618 -3.326
C -4.409 0.318 -2.240
H -2.272 -0.815 -1.112
H -4.414 -0.139 1.145
H -5.651 0.841 3.026
H -5.146 3.150 3.761
H -3.373 4.435 2.621
H -2.164 3.463 0.716
H -3.146 3.388 -1.631
H -4.557 3.919 -3.580
H -5.877 2.140 -4.677
H -5.805 -0.160 -3.785
H -4.399 -0.686 -1.842
O -0.799 -9.234 -0.494
C 0.180 -8.453 0.010
O 1.211 -8.952 0.383
C -0.070 -6.993 0.077
C 1.008 -6.185 0.456
C 0.868 -4.825 0.613
C -0.376 -4.219 0.401
S -0.734 -2.562 0.793
C -1.444 -5.019 -0.027
C -1.300 -6.379 -0.180
H -1.576 -8.727 -0.759
H 1.950 -6.670 0.663
H 1.710 -4.227 0.928
H -2.399 -4.544 -0.193
H -2.174 -6.950 -0.469
*
```